Density functional theory data (ωB97M-V/def2-TZVPD) for a single C18H18ClN5OS molecule at a distorted geometry.

**HOMO**: -8.34 eV
**Electronic energy**: -1904.16352 Ha
**Structure (SMILES)**: Cn1c(CNC(=O)Nc2cccc(Cl)c2)nnc1SCc1ccccc1
**LUMO**: 0.51 eV
**Energy relative to the best compared isomer or geometry (same formula, charge and spin)**: 0.0 kJ/mol
**Charge**: 0

Geometry as XYZ:
```
44
Properties=species:S:1:pos:R:3:mulliken_charge:R:1
C 1.80953 2.66167 0.07840 -0.784
N 1.16922 2.18639 -1.11555 0.173
C 1.60395 1.24916 -2.01306 0.733
N 0.71830 1.09002 -2.95740 -0.924
N -0.30796 1.91986 -2.72314 -0.198
C -0.03646 2.57401 -1.62332 0.508
S -1.01865 3.79129 -0.87658 -0.209
C -2.56533 3.53929 -1.83628 -1.164
C -3.33222 2.37570 -1.30229 0.560
C -3.22938 1.12910 -1.90796 -0.126
C -3.91895 0.04661 -1.39063 -0.668
C -4.71347 0.19744 -0.26673 -0.376
C -4.81613 1.43680 0.34292 -0.501
C -4.12706 2.52000 -0.17060 -0.457
H -4.20047 3.48595 0.30917 0.358
H -5.43298 1.55926 1.22109 0.370
H -5.25059 -0.64903 0.13545 0.376
H -3.83488 -0.91899 -1.86760 0.385
H -2.59720 1.01406 -2.77558 0.407
H -2.25519 3.39036 -2.86829 0.444
H -3.11060 4.47574 -1.72300 0.510
C 2.86577 0.46383 -1.89646 -1.098
N 2.60622 -0.87290 -1.39113 -0.254
C 2.53231 -1.08618 -0.03974 0.654
O 2.87761 -0.24938 0.76851 -0.710
N 2.08208 -2.34650 0.27489 -0.079
C 1.95796 -2.93732 1.53161 0.681
C 2.26430 -2.26591 2.71102 -0.617
C 2.11002 -2.92226 3.91959 0.255
C 1.65810 -4.22983 3.98791 -0.601
C 1.35586 -4.88840 2.80830 -0.473
C 1.50202 -4.25453 1.59022 -0.801
H 1.26303 -4.77981 0.67643 0.310
H 1.00282 -5.90776 2.84123 0.369
H 1.54647 -4.71917 4.94165 0.426
Cl 2.49409 -2.08097 5.37793 -0.225
H 2.61927 -1.25014 2.67787 0.652
H 1.84472 -2.95352 -0.49697 0.171
H 2.08393 -1.46715 -2.01622 0.259
H 3.32502 0.37161 -2.88265 0.353
H 3.55700 0.94881 -1.20520 0.411
H 2.28236 1.82568 0.59641 0.280
H 2.56094 3.41559 -0.16632 0.272
H 1.05462 3.11152 0.72213 0.347
```

***

Density functional theory data (ωB97M-V/def2-TZVPD) for C18H18ClNdO5 as an isolated structure at a distorted geometry.

**HOMO (alpha / beta)**: -6.66 / -6.69 eV
**Electronic energy**: -2094.17148 Ha
**2S+1**: 4
**LUMO (alpha / beta)**: -2.42 / -2.41 eV
**Charge**: 0

Geometry as XYZ:
```
43
Properties=species:S:1:pos:R:3:mulliken_charge:R:1
C -0.11407 4.02243 -2.63708 -0.188
C 0.06496 2.74989 -3.25433 -0.359
C -1.04498 1.92338 -2.89822 -0.717
H 0.81234 2.50437 -3.99541 0.386
C -1.90417 2.68942 -2.05399 -0.411
C -1.33585 3.99211 -1.90380 -0.967
H -1.77327 4.83614 -1.37355 0.436
H 0.48597 4.90161 -2.82497 0.440
H -1.22080 0.90806 -3.25245 0.424
H -2.85545 2.35087 -1.64279 0.396
C 4.03198 -1.65232 -0.02126 -0.692
C 3.57805 -0.46399 -0.53256 -0.483
C 3.48848 0.58824 0.57497 0.657
H 3.24598 -0.23726 -1.54029 0.448
C 4.00329 -0.19866 1.77445 -0.934
C 4.29806 -1.48524 1.41116 -0.247
H 4.65684 -2.28766 2.05129 0.427
H 4.17514 -2.58638 -0.55758 0.421
H 4.22591 1.38142 0.34327 0.159
H 4.01639 0.23944 2.76741 0.380
Nd 0.61474 2.06241 -0.34834 1.554
O -1.15408 0.17426 -0.19456 -0.583
C -1.29444 -1.14742 -0.52411 -0.097
C -2.52051 -1.24008 0.29308 -0.423
H -1.54295 -1.28344 -1.57398 0.241
H -0.49505 -1.78582 -0.17702 0.276
H -3.33027 -0.54204 0.09522 0.330
H -4.78355 -1.53519 1.65366 0.350
C -3.98291 -2.17741 2.02763 -0.401
C -2.71627 -2.14146 1.34979 0.903
C -1.70963 -3.05688 1.82266 -0.249
H -0.75410 -3.09871 1.29093 0.240
C -1.93583 -3.86477 2.92955 -0.725
H -1.14212 -4.52828 3.27787 0.377
C -3.16755 -3.82996 3.60152 -0.295
H -3.32388 -4.45396 4.48151 0.376
C -4.19522 -2.99603 3.13077 -0.563
H -5.16199 -2.98805 3.63688 0.366
O 2.16148 1.89100 -2.09845 -0.541
Cl 2.83273 3.29497 -1.91753 0.999
O 1.93255 3.93671 -0.82018 -0.532
O 2.64316 4.04510 -3.15940 -0.512
O 2.19087 1.08915 0.78825 -0.665
```

***

Density functional theory data (ωB97M-V/def2-TZVPD) for C18H18F3N3OS2Sn as an isolated structure at a distorted geometry.

**HOMO**: -13.98 eV
**Electronic energy**: -2245.91336 Ha
**LUMO**: -7.04 eV
**Energy relative to the best compared isomer or geometry (same formula, charge and spin)**: 0.0 kJ/mol
**Charge**: +2

Geometry as XYZ:
```
46
Properties=species:S:1:pos:R:3:mulliken_charge:R:1
Sn 0.84672 -1.49412 1.81922 0.963
F -2.70342 -6.60012 -1.58431 -0.240
C -1.42710 -6.51909 -0.96774 0.818
F -0.59350 -7.47028 -1.56847 -0.244
F -1.59846 -7.01080 0.30369 -0.211
C -0.88368 -5.14235 -0.97044 0.385
C -1.68885 -4.08467 -0.51583 -0.914
C -1.10338 -2.89630 -0.17285 0.139
N 0.20684 -2.74520 -0.17629 -0.300
C 1.02454 -3.73715 -0.56338 -0.455
C 0.50877 -4.92063 -1.06441 -0.640
H -2.76940 -4.21305 -0.39453 0.431
H -1.71801 -2.03757 0.13301 0.460
H 2.04498 -3.46700 -0.56582 0.628
H 1.21648 -5.53964 -1.60876 0.450
C 4.33997 0.61074 1.30982 -0.814
S 4.22377 -1.19019 1.26021 0.472
C 4.46267 -1.59015 3.03967 -0.927
O 2.71676 -1.34589 0.85708 -0.391
H 5.38400 0.89087 1.06417 0.383
H 4.14180 1.00299 2.29284 0.330
H 3.61715 1.03990 0.62452 0.258
H 5.55662 -1.64907 3.21382 0.376
H 3.96791 -2.49509 3.34340 0.375
H 4.07099 -0.72171 3.60762 0.333
S -0.14383 4.71602 -0.78361 -0.125
C -0.21144 3.06764 -0.13803 0.311
C -0.75542 2.71650 1.11168 -0.218
C -0.65711 1.43454 1.56730 -0.783
N -0.05536 0.43371 0.83764 -0.101
C 0.33697 0.74713 -0.42272 -0.289
C 0.31964 1.99894 -0.90914 -0.472
C -1.83344 5.02068 -1.12709 0.661
C -2.16759 5.24350 -2.43891 -0.233
C -3.50674 5.36158 -2.81854 -0.331
N -4.48706 5.26124 -1.93490 -0.513
C -4.13655 5.04643 -0.66107 -0.515
C -2.85987 4.89575 -0.18076 -0.201
H -1.30463 3.42511 1.73200 0.440
H -1.04008 1.17725 2.52502 0.500
H 0.65797 -0.10731 -1.01962 0.447
H 0.75345 2.17944 -1.90117 0.420
H -1.33477 5.32079 -3.17477 0.338
H -3.80362 5.59366 -3.87933 0.332
H -4.93158 5.12101 0.02993 0.395
H -2.68312 4.67196 0.86989 0.275
```

***

Density functional theory data (ωB97M-V/def2-TZVPD) for C18H18F3N8O6PtS2 as an isolated structure.

**HOMO (alpha / beta)**: -3.87 / -6.01 eV
**Electronic energy**: -2801.44444 Ha
**2S+1**: 3
**LUMO (alpha / beta)**: 1.92 / -1.88 eV
**Energy relative to the best compared isomer or geometry (same formula, charge and spin)**: 186.8 kJ/mol
**Charge**: -1

Geometry as XYZ:
```
56
Properties=species:S:1:pos:R:3:mulliken_charge:R:1
Pt -0.97706 -1.95882 -0.76797 1.057
F -3.73126 -2.15550 2.51463 -0.229
C -3.57421 -2.86670 1.40046 0.733
F -4.35441 -3.94362 1.46191 -0.220
F -3.94117 -2.13018 0.36210 -0.211
S -1.81269 -3.41791 1.29489 1.066
O -1.03132 -2.14299 1.33245 -0.768
O -1.65235 -4.28417 2.40802 -0.557
O -1.64070 -3.96894 -0.06289 -0.733
O -4.39425 6.10701 -1.08871 -0.469
S -3.33501 6.99761 -0.63826 1.240
O -2.71534 7.64000 -1.79625 -0.489
O -3.86103 8.00338 0.26899 -0.493
C -2.06978 6.04466 0.19535 0.275
N -1.35636 6.74154 1.06063 -0.583
C -0.37389 6.00891 1.62673 -0.476
C -0.15465 4.69223 1.33259 -0.590
C -0.99914 4.05342 0.38480 0.442
N -1.98940 4.80171 -0.19029 -0.388
C -0.88078 2.69544 -0.00792 1.190
C -1.75364 2.12278 -0.97756 -0.796
C -1.62809 0.82114 -1.34675 -0.406
N -0.65845 0.00011 -0.83830 -0.146
C 0.17145 0.52192 0.10935 -0.122
C 0.10393 1.81379 0.52272 -0.932
H 0.25277 6.52732 2.34370 0.418
H 0.65168 4.16459 1.81979 0.333
H -2.52160 2.73345 -1.42806 0.532
H -2.27475 0.37660 -2.08940 0.450
H 0.90770 -0.16079 0.50995 0.173
H 0.81853 2.14484 1.26274 0.215
C 3.34911 -3.16678 3.04094 -1.721
C 3.39478 -2.54347 1.64944 1.690
C 4.63886 -3.02008 0.90637 -1.846
C 3.40937 -1.01419 1.78132 -1.626
N 2.19914 -3.04434 0.95333 -0.315
N 1.98092 -2.57838 -0.36896 -0.374
H 4.19782 -2.83399 3.64001 0.409
H 3.36996 -4.25403 2.96780 0.401
H 2.43352 -2.87840 3.56259 0.382
H 5.53716 -2.77039 1.47337 0.435
H 4.72416 -2.55051 -0.07490 0.372
H 4.60067 -4.10141 0.76895 0.420
H 4.28217 -0.68506 2.34806 0.487
H 2.51507 -0.66877 2.30568 0.352
H 3.45607 -0.51545 0.81043 0.382
H 1.37219 -2.80157 1.48950 0.214
H 2.37215 -3.23764 -1.02787 0.253
H 2.39719 -1.66780 -0.54094 0.160
N -1.03639 -2.03578 -2.72389 -0.572
C -1.20687 -1.97900 -3.86693 0.772
C -1.36454 -1.93575 -5.23604 -0.116
C -0.34955 -1.35143 -6.02918 0.136
N 0.47934 -0.87860 -6.67760 -0.477
C -2.51759 -2.50312 -5.82632 0.147
N -3.45945 -2.96689 -6.30456 -0.481
```

***

Density functional theory data (ωB97M-V/def2-TZVPD) for C18H18F6N8O2RhS2Sb as an isolated structure at a distorted geometry.

**HOMO (alpha / beta)**: -10.61 / -10.75 eV
**Electronic energy**: -3031.37599 Ha
**2S+1**: 2
**LUMO (alpha / beta)**: -7.37 / -6.56 eV
**Energy relative to the best compared isomer or geometry (same formula, charge and spin)**: 386.0 kJ/mol
**Charge**: +1

Geometry as XYZ:
```
56
Properties=species:S:1:pos:R:3:mulliken_charge:R:1
Rh 0.14717 0.05100 0.02426 -0.003
C -2.50874 -0.39949 -3.05936 -1.591
C -1.68175 -0.74066 -1.87882 0.278
N -0.39449 -0.23137 -1.77412 1.553
N 0.29258 0.14524 -2.81563 -1.238
C 1.49051 0.62765 -2.61265 0.759
N 2.22579 1.10788 -3.62304 -0.391
S 2.17782 0.66959 -0.97732 -0.197
C -2.07181 -1.46280 -0.73671 0.973
C -3.37294 -1.85817 -0.39017 -0.814
C -3.65946 -2.05180 1.04227 -0.034
C -2.49380 -2.54934 1.81170 -0.692
C -1.24351 -2.24581 1.34902 -0.185
N -1.04560 -1.63483 0.18189 -0.656
H -2.14135 0.52110 -3.50809 0.432
H -3.55467 -0.28308 -2.78895 0.422
H -2.43667 -1.19039 -3.81164 0.349
H 1.88917 1.02036 -4.56828 0.237
H 3.17508 1.39640 -3.45764 0.211
H -4.19873 -1.71235 -1.06473 0.403
H -4.57913 -2.61114 1.22905 0.535
H -2.64293 -3.00688 2.77551 0.471
H -0.35209 -2.48293 1.92033 0.493
N -4.80637 3.71997 6.02843 -0.449
C -4.58693 3.05609 4.87952 1.140
C -3.53151 2.12283 4.78887 -0.846
C -3.33899 1.41274 3.63003 -0.444
C -4.16425 1.64076 2.53887 -0.159
C -5.20278 2.56164 2.59042 -0.437
C -5.41589 3.26292 3.75509 -0.801
S -3.78246 0.73684 1.07341 1.292
O -4.65391 0.96115 -0.03257 -0.814
O -3.97335 -0.69507 1.67220 -0.407
N -2.22963 0.83987 0.66670 0.564
C -1.85219 2.08418 0.38631 0.282
N -0.60317 2.23970 -0.09347 0.217
C -0.15131 3.46122 -0.31712 -0.206
C -0.97014 4.56539 -0.15335 -0.980
C -2.26070 4.31542 0.29966 -0.281
N -2.69206 3.10307 0.57123 -0.430
H -4.21223 3.57030 6.82750 0.204
H -5.57028 4.36930 6.11097 0.196
H -2.87135 1.97187 5.62911 0.354
H -2.55215 0.68281 3.55338 0.382
H -5.81650 2.71385 1.71927 0.539
H -6.21731 3.98401 3.81547 0.340
H 0.87831 3.55585 -0.63612 0.428
H -0.61411 5.55857 -0.34992 0.445
H -2.97349 5.11268 0.45788 0.492
F 0.65430 0.18280 2.06359 -0.633
Sb 0.75562 1.59650 3.57928 2.383
F 2.22124 0.57945 4.19190 -0.508
F -0.46364 0.41348 4.45910 -0.557
F -0.75949 2.48043 2.77488 -0.532
F 0.68280 2.87961 4.95674 -0.528
F 1.86472 2.54634 2.34609 -0.560
```